(1)
ORCA calculation (ωB97M-V with the def2-TZVPD basis set) on a single C3H5NO3 molecule in a non-equilibrium geometry.

The calculation puts the largest force on an atom at 4.51 eV Å⁻¹. The HOMO-LUMO gap comes out at 0.4049 Ha. The SMILES is C1=NOCOCO1. For the energy above the lowest of the compared OMol25 structures with the same formula, charge and spin, the calculation gives 109.8 kcal per mole. The HOMO energy is -10.18 eV.

Cartesian coordinates (Å):
C 1.06180 -0.72407 -1.10006
N 0.65457 -1.57639 -0.31146
O -0.61843 -1.63516 0.31060
C -0.91298 -0.46954 1.00524
O -1.16557 0.61640 0.22346
C -0.02646 1.28930 -0.29074
O 0.81400 0.63583 -1.25169
H 1.88423 -0.92007 -1.66334
H 0.02739 -0.19173 1.64592
H -1.82750 -0.73782 1.69340
H -0.57761 2.15845 -0.77371
H 0.68657 1.55481 0.51238

=====

(2)
ORCA calculation (ωB97M-V with the def2-TZVPD basis set) on a single C5H3Cl2FO molecule in a non-equilibrium geometry.

The multiplicity is 3. The calculation puts the largest force on an atom at 8.36 eV Å⁻¹. The HOMO-LUMO gap (alpha / beta) comes out at 0.2686 / 0.2370 Ha. The HOMO energy (alpha / beta) is -6.66 / -10.11 eV.

Cartesian coordinates (Å):
C 0.10508 -0.68535 -0.22332
C 1.23791 -0.28847 -0.08153
C -1.26685 -0.96019 -0.35726
C 2.58761 0.16228 0.08555
C -2.12398 0.44937 0.08564
O -1.86164 -1.93255 -0.68527
F -1.32164 1.52812 0.05813
Cl -2.67166 0.18213 1.75511
Cl -3.48508 0.69820 -1.00529
H 2.59750 1.05047 0.71822
H 3.00704 0.41578 -0.88951
H 3.19572 -0.61979 0.53952

=====

(3)
ORCA calculation (ωB97M-V with the def2-TZVPD basis set) on C18H10F2INO5RuS2 as an isolated structure.

The calculation puts the largest force on an atom at 0.50 eV Å⁻¹. The HOMO-LUMO gap (alpha / beta) comes out at 0.2395 / 0.2395 Ha. For the energy above the lowest of the compared OMol25 structures with the same formula, charge and spin, the calculation gives 39.6 kcal per mole. The HOMO energy (alpha / beta) is -9.40 / -9.40 eV.

Cartesian coordinates (Å):
Ru 0.00223 -0.23614 0.33206
F 5.16260 -1.52905 1.11845
C 4.28013 -0.56835 0.80217
C 2.93741 -0.88076 0.76423
C 2.02078 0.11846 0.45422
C 2.47501 1.41094 0.16430
C 3.83890 1.66068 0.19616
F 4.31950 2.88450 -0.10263
C 4.76096 0.69177 0.51614
C 1.42657 2.36059 -0.16784
C 1.59116 3.71869 -0.37934
C 0.48584 4.50725 -0.65079
C -0.76315 3.92320 -0.70838
C -0.86784 2.56644 -0.49857
N 0.19400 1.78834 -0.22710
H 2.63974 -1.89037 1.01170
H 5.81857 0.91295 0.53403
H 2.57400 4.15296 -0.32642
H 0.60849 5.57037 -0.81549
H -1.65857 4.49206 -0.91260
H -1.82831 2.09607 -0.52404
O -4.61199 0.67567 -0.96778
S -3.84978 0.49778 0.22589
O -3.41851 1.68621 0.91272
O -4.14471 -0.65046 1.04446
S -2.01286 -0.55735 -0.45958
I 1.61416 -8.67402 -1.25930
C 1.24424 -6.66100 -0.86997
C 1.84740 -5.69291 -1.66271
C 1.59412 -4.35478 -1.40602
C 0.75686 -4.00066 -0.35274
C 0.16250 -4.97435 0.44027
C 0.39940 -6.31372 0.17677
C 0.50005 -2.58568 -0.07139
O 0.58248 -1.69098 -0.97320
O 0.19138 -2.15837 1.07689
H 2.50506 -5.97799 -2.47195
H 2.04402 -3.58204 -2.01594
H -0.48607 -4.67801 1.25490
H -0.06825 -7.07874 0.78062

=====

(4)
ORCA calculation (ωB97M-V with the def2-TZVPD basis set) on C27H54N2O4S2Ta as an isolated structure in a non-equilibrium geometry.

The calculation puts the largest force on an atom at 4.71 eV Å⁻¹. The HOMO-LUMO gap comes out at 0.2378 Ha. The net charge is -1. The HOMO energy is -5.02 eV.

Cartesian coordinates (Å):
C 6.63758 -1.45275 3.33481
O 6.70568 -1.17899 1.91730
C 5.56897 -1.71191 1.20084
C 5.91375 -3.00995 0.30207
C 5.29418 -2.86190 -1.17341
C 3.86041 -3.60744 -1.34153
C 2.68206 -2.75846 -0.65326
C 1.87824 -1.87357 -1.76081
C 1.27630 -0.51227 -1.07957
Ta -0.89408 -0.05248 -1.70348
C -0.31785 -0.80973 -3.85284
C -3.08009 0.20471 -2.52210
C -3.98000 1.15656 -1.63069
N -3.90766 2.48203 -1.60713
C -0.41898 2.07657 -2.44887
C 0.84253 2.78382 -1.75987
C 0.97600 4.35822 -2.14246
C -0.19478 5.26323 -1.52488
C -0.58171 4.90412 -0.00078
C 0.48385 5.50078 1.07007
O 0.98288 4.50930 2.00592
C 2.13556 3.83794 1.52809
C 3.45947 4.52263 0.96679
O 2.13663 2.57892 1.59235
C -1.49629 0.67771 0.43089
C -2.62298 -0.26761 1.12240
C -2.43688 -0.36630 2.74404
S -4.14073 -0.28249 3.54110
C -4.79703 -1.99056 3.79820
S -4.80941 -2.56341 5.39047
N -5.30840 -2.88360 2.75244
C -4.30365 -3.91808 2.36264
C -4.39163 -4.37914 0.82602
O -5.78832 -4.44759 0.46766
C -6.30306 -3.08813 0.35256
C -5.86844 -2.14931 1.58588
H 5.58044 -1.51092 3.75323
H 7.27674 -2.38026 3.54729
H 7.15827 -0.58342 3.88881
H 4.68503 -1.99430 1.86216
H 5.18722 -0.89142 0.48375
H 5.40501 -3.92357 0.79236
H 7.04303 -3.17784 0.16747
H 6.00117 -3.39423 -1.91117
H 5.18895 -1.78332 -1.53592
H 3.57858 -3.75120 -2.44357
H 3.86180 -4.65810 -0.87790
H 3.04619 -2.00994 0.12925
H 1.88809 -3.46565 -0.20976
H 1.06704 -2.54934 -2.18554
H 2.59380 -1.52793 -2.59868
H 1.27042 -0.73136 0.05468
H 2.04080 0.30172 -1.30796
H -1.37125 -1.78351 -1.21234
H -0.33064 -1.94596 -3.94243
H 0.77520 -0.47970 -4.04467
H -0.95069 -0.26112 -4.62745
H -3.59717 -0.82880 -2.56899
H -3.05233 0.63453 -3.59496
H -4.75135 0.68340 -0.92220
H -4.61579 2.83582 -0.92929
H -1.34104 2.72991 -2.18479
H -0.38260 2.04367 -3.59355
H 1.78512 2.29268 -2.21766
H 0.87857 2.59103 -0.63779
H 0.83593 4.39149 -3.28911
H 2.03351 4.68098 -1.85797
H -1.13100 5.32621 -2.19477
H 0.21261 6.34688 -1.49510
H -1.58257 5.44579 0.20048
H -0.80137 3.79441 0.16647
H 1.30447 6.10498 0.53963
H -0.09086 6.27475 1.70649
H 3.36978 5.66533 0.85777
H 3.65637 4.12384 -0.08844
H 4.30679 4.33146 1.70027
H -1.95509 1.74062 0.41938
H -0.61472 0.72129 1.15842
H -3.67739 0.16526 0.96827
H -2.56126 -1.35635 0.75154
H -1.82885 0.53926 3.08019
H -1.94891 -1.34551 3.06752
H -3.23666 -3.51203 2.53802
H -4.44556 -4.84508 3.02730
H -3.78294 -3.66739 0.15118
H -3.93412 -5.41884 0.76594
H -7.43841 -3.08214 0.19269
H -5.85690 -2.67987 -0.63423
H -5.13927 -1.36390 1.15186
H -6.80431 -1.55316 1.89295